1.
{
  "formula": "C28H31N3O6S",
  "method": "wB97M-V/def2-TZVPD",
  "elements": ["C", "C", "O", "C", "O", "N", "C", "C", "N", "C", "O", "C", "C", "C", "C", "C", "C", "N", "C", "C", "C", "C", "C", "C", "C", "S", "O", "O", "C", "C", "C", "C", "O", "C", "C", "C", "C", "C", "H", "H", "H", "H", "H", "H", "H", "H", "H", "H", "H", "H", "H", "H", "H", "H", "H", "H", "H", "H", "H", "H", "H", "H", "H", "H", "H", "H", "H", "H", "H"],
  "coordinates": [[-6.2718, 0.0494, -0.9463], [-5.8986, -1.1289, -0.0589], [-4.5254, -1.1026, 0.3334], [-3.6369, -1.4583, -0.6218], [-3.9433, -1.7876, -1.7432], [-2.3611, -1.4225, -0.1699], [-1.2690, -1.7112, -1.0755], [-0.3547, -2.7788, -0.4680], [0.0558, -2.3668, 0.8553], [1.2356, -1.7706, 1.1557], [1.4566, -1.2849, 2.2507], [2.2543, -1.7809, 0.0579], [2.9318, -2.9419, -0.2938], [3.8640, -2.9220, -1.3153], [4.1153, -1.7435, -1.9990], [3.4642, -0.5780, -1.6398], [2.5420, -0.5866, -0.6016], [1.9072, 0.6087, -0.1748], [2.5897, 1.3101, 0.9187], [4.0862, 1.2249, 0.7849], [4.7577, 2.0804, -0.0793], [6.1253, 1.9603, -0.2525], [6.8293, 0.9843, 0.4329], [6.1631, 0.1281, 1.2933], [4.7957, 0.2463, 1.4681], [1.2005, 1.5577, -1.3593], [1.8630, 2.8289, -1.4599], [1.0635, 0.7543, -2.5399], [-0.4533, 1.8472, -0.7206], [-0.6858, 2.2950, 0.5642], [-1.9825, 2.5219, 1.0002], [-3.0563, 2.3079, 0.1386], [-4.3562, 2.4987, 0.4642], [-4.6793, 2.9065, 1.7744], [-2.8082, 1.8687, -1.1662], [-1.5165, 1.6436, -1.5880], [-1.0689, -2.1812, 1.7471], [-1.9753, -1.0820, 1.1806], [-5.9665, 0.9828, -0.4806], [-5.7759, -0.0476, -1.9084], [-7.3469, 0.0577, -1.1029], [-6.1013, -2.0705, -0.5796], [-6.4487, -1.1021, 0.8845], [-1.7003, -2.0550, -2.0165], [-0.6825, -0.8032, -1.2591], [0.5128, -2.9248, -1.1096], [-0.8975, -3.7257, -0.3739], [2.7220, -3.8580, 0.2393], [4.3893, -3.8268, -1.5812], [4.8332, -1.7284, -2.8047], [3.6602, 0.3494, -2.1538], [2.2732, 2.3519, 0.8582], [2.2634, 0.8596, 1.8615], [4.1972, 2.8287, -0.6213], [6.6431, 2.6288, -0.9248], [7.8968, 0.8905, 0.2957], [6.7099, -0.6350, 1.8277], [4.2690, -0.4229, 2.1328], [0.1356, 2.4622, 1.2404], [-2.1391, 2.8648, 2.0102], [-4.3496, 2.1705, 2.5137], [-4.2461, 3.8833, 2.0088], [-5.7653, 2.9807, 1.7992], [-3.6448, 1.7121, -1.8271], [-1.3082, 1.3035, -2.5897], [-0.6831, -1.8905, 2.7252], [-1.6172, -3.1241, 1.8294], [-2.8715, -0.9690, 1.7880], [-1.4186, -0.1375, 1.1716]],
  "e_lumo_ev": 0.56,
  "smiles": "CCOC(=O)N1CCN(C(=O)c2ccccc2N(Cc2ccccc2)S(=O)(=O)c2ccc(OC)cc2)CC1"
}

2.
{
  "formula": "C11H27FeGeN5OSSe",
  "method": "wB97M-V/def2-TZVPD",
  "elements": ["Fe", "C", "C", "N", "N", "C", "S", "N", "N", "H", "H", "H", "H", "H", "H", "C", "Ge", "C", "C", "C", "Se", "C", "H", "H", "H", "H", "H", "H", "H", "H", "H", "H", "H", "H", "H", "H", "C", "N", "C", "C", "O", "H", "H", "H", "H", "H", "H", "H"],
  "coordinates": [[0.2798, 1.0241, -0.8967], [-3.1295, 3.2057, -4.4229], [-1.6550, 3.2441, -4.2538], [-0.7998, 3.8066, -5.0398], [0.4216, 3.5532, -4.4594], [0.3566, 2.8581, -3.3429], [1.6122, 2.3588, -2.3117], [-0.9664, 2.6466, -3.1950], [-1.4818, 1.9341, -2.1108], [-3.3908, 3.7887, -5.3016], [-3.6411, 3.6334, -3.5580], [-3.4844, 2.1832, -4.5731], [1.2621, 3.9009, -4.8974], [-1.9977, 2.5774, -1.5136], [-2.1300, 1.2348, -2.4645], [0.2501, -3.0389, 2.2884], [1.5305, -3.4136, 0.8751], [2.0245, -5.2779, 0.8534], [3.0309, -2.1869, 0.9485], [0.6970, -3.0793, -0.8884], [-0.1414, -1.3428, -1.1246], [-1.9139, -1.6581, -0.3926], [0.7591, -3.1263, 3.2512], [-0.5621, -3.7680, 2.2742], [-0.1750, -2.0336, 2.2213], [2.5288, -5.5345, 1.7862], [2.7002, -5.4964, 0.0260], [1.1341, -5.9006, 0.7610], [3.5045, -2.2080, 1.9317], [2.7075, -1.1619, 0.7429], [3.7793, -2.4688, 0.2059], [-0.0875, -3.7884, -1.1507], [1.4716, -3.1372, -1.6522], [-1.8132, -2.2812, 0.4875], [-2.5211, -2.1531, -1.1428], [-2.3562, -0.7065, -0.1117], [0.4755, 1.1505, 4.5587], [0.1908, 1.7219, 3.2211], [-0.2218, 3.1285, 3.0657], [0.3316, 0.9732, 2.1698], [0.1127, 1.3935, 0.9952], [0.2773, 1.9111, 5.3053], [1.5185, 0.8542, 4.6352], [-0.1679, 0.2973, 4.7557], [-0.2992, 3.5755, 4.0501], [-1.1870, 3.1858, 2.5698], [0.5117, 3.6750, 2.4779], [0.6541, -0.0545, 2.3463]],
  "e_lumo_ev": [-5.54, -6.47],
  "charge": 2,
  "multiplicity": 5,
  "s2": 6.013
}

3.
{
  "formula": "C3H8N2O",
  "method": "wB97M-V/def2-TZVPD",
  "elements": ["C", "C", "N", "C", "N", "O", "H", "H", "H", "H", "H", "H", "H", "H"],
  "coordinates": [[-1.6130, -0.2918, -0.6451], [-0.3051, 0.2945, -0.1639], [0.8823, 0.7910, -0.9633], [0.2547, -0.7392, 0.9254], [1.4395, -0.2264, 1.6049], [-0.2064, -1.8899, 0.9955], [-1.3284, -0.7196, -1.6631], [-1.9542, -1.1829, -0.0517], [-2.5922, 0.2659, -0.9073], [-0.4810, 1.2237, 0.3507], [0.7208, 0.8651, -1.9503], [1.1092, 1.7608, -0.5998], [2.1991, -0.8441, 1.7313], [1.8746, 0.6930, 1.3367]],
  "e_lumo_ev": 0.73,
  "smiles": "C[C@H](N)C(N)=O"
}

4.
{
  "formula": "C18H28N2O2",
  "method": "wB97M-V/def2-TZVPD",
  "elements": ["C", "O", "C", "C", "C", "C", "C", "N", "C", "C", "C", "O", "C", "C", "C", "N", "C", "C", "C", "C", "C", "C", "H", "H", "H", "H", "H", "H", "H", "H", "H", "H", "H", "H", "H", "H", "H", "H", "H", "H", "H", "H", "H", "H", "H", "H", "H", "H", "H", "H"],
  "coordinates": [[-7.6280, -0.5946, 3.1788], [-6.9301, 0.1537, 2.2130], [-5.5951, -0.0522, 2.0649], [-4.8417, -0.9640, 2.7983], [-3.4853, -1.0850, 2.5602], [-2.8497, -0.3088, 1.5957], [-1.4241, -0.4464, 1.3639], [-0.8105, 0.2508, 0.5093], [0.5951, 0.0787, 0.3112], [0.8266, -0.3371, -1.1457], [2.2812, -0.3165, -1.6740], [2.4010, -1.3714, -2.6263], [3.3085, -0.6215, -0.5837], [4.7470, -0.5860, -1.1101], [5.6967, -0.8742, 0.0511], [4.9977, 0.7235, -1.7071], [6.3740, 0.9061, -2.1187], [4.1024, 0.9283, -2.8320], [2.6449, 1.0123, -2.3708], [2.4416, 2.2604, -1.5189], [-3.6149, 0.6036, 0.8623], [-4.9631, 0.7300, 1.0917], [-7.5826, -1.6676, 2.9664], [-8.6626, -0.2604, 3.1195], [-7.2452, -0.4066, 4.1871], [-5.2993, -1.5821, 3.5550], [-2.9107, -1.7963, 3.1371], [-0.9084, -1.1946, 1.9893], [1.0625, 1.0464, 0.5078], [1.0247, -0.6692, 0.9979], [0.4610, -1.3626, -1.2520], [0.2039, 0.2995, -1.7794], [1.7840, -1.2020, -3.3469], [3.2171, 0.1061, 0.2197], [3.1030, -1.6174, -0.1900], [4.8578, -1.3817, -1.8709], [6.7049, -1.0811, -0.2964], [5.3459, -1.7459, 0.5982], [5.7218, -0.0245, 0.7292], [7.0229, 0.9172, -1.2465], [6.4652, 1.8705, -2.6174], [6.7200, 0.1227, -2.8122], [4.3745, 1.8678, -3.3201], [4.2045, 0.1150, -3.5735], [2.0140, 1.1005, -3.2666], [3.0880, 2.2311, -0.6475], [1.4066, 2.3635, -1.2075], [2.7067, 3.1389, -2.1039], [-3.1178, 1.2025, 0.1163], [-5.5649, 1.4301, 0.5336]],
  "e_lumo_ev": 0.85,
  "smiles": "COc1ccc(/C=N/CC[C@]2(O)C[C@H](C)N(C)C[C@@H]2C)cc1"
}

5.
{
  "formula": "C3H8NO",
  "method": "wB97M-V/def2-TZVPD",
  "elements": ["C", "C", "N", "C", "O", "H", "H", "H", "H", "H", "H", "H", "H"],
  "coordinates": [[2.2319, -0.1035, -0.6317], [0.7538, -0.3688, -0.4638], [0.0370, 0.7273, 0.1139], [-1.4176, 0.4486, 0.3921], [-1.6635, -0.7673, 0.7966], [2.6167, 0.5177, 0.1758], [2.3358, 0.5800, -1.4938], [2.7303, -1.0037, -0.9774], [0.5939, -1.2179, 0.2102], [0.3309, -0.8092, -1.3854], [0.0864, 1.5384, -0.4981], [-1.9640, 0.7611, -0.5744], [-1.7519, 1.2667, 1.0881]],
  "e_lumo_ev": 4.25,
  "smiles": "CCNC[O-]",
  "charge": -1
}

6.
{
  "formula": "C4H8N3P",
  "method": "wB97M-V/def2-TZVPD",
  "elements": ["C", "C", "C", "C", "N", "N", "N", "P", "H", "H", "H", "H", "H", "H", "H", "H"],
  "coordinates": [[0.7102, -0.2920, 0.8296], [1.6438, -1.1439, -1.0746], [3.1351, 0.1762, 0.5563], [-2.7496, 0.1774, -0.7868], [-0.2708, -0.8468, 0.1344], [0.3546, -1.3505, -1.0966], [1.8567, -0.4392, 0.1519], [-2.0852, -0.5244, 0.8107], [0.5227, 0.2394, 1.6726], [2.8558, 1.0700, 1.0453], [3.9000, -0.4230, 1.1951], [3.6139, 0.3939, -0.3976], [-2.9558, 1.2189, -0.7494], [-3.7188, -0.2275, -1.2550], [-2.0535, 0.0507, -1.5945], [-2.3314, -1.8966, 0.6968]],
  "e_lumo_ev": 0.21
}

Calculated E, -2099.50492, -6924.08215, -303.81917, -962.65312, -249.06564, -662.70907 Eh (same order as the records).
Calculated max |F|, 1.0, 0.8, 3.8, 0.8, 2.2, 3.6 eV Å⁻¹ (same order as the records).
Calculated relative energy (zero: lowest compared OMol25 entry of this formula, charge and spin), 3.5, 7.4, 45.8, 70.1, 13.2, 45.4 kcal/mol (same order as the records).